[1]
DFT (wB97M-V/def2-TZVPD) results for a molecular structure, C19H18MgN3O.

Last column: Mulliken charge in e.
CARTESIAN COORDINATES (ANGSTROEM)
Mg 0.081 0.048 -0.302  0.755
O 3.892 1.198 -0.605  -0.705
C 2.678 1.120 -0.515  0.329
N 1.947 0.027 -0.720  0.346
C 2.653 -1.197 -0.937  -0.506
C 1.869 -2.345 -0.390  0.468
C 2.520 -3.502 0.031  -0.792
C 1.766 -4.584 0.443  -0.303
C 0.382 -4.483 0.381  -0.894
C -0.178 -3.285 -0.018  0.013
N 0.543 -2.218 -0.363  -0.335
C 1.852 2.317 -0.151  0.361
C 2.502 3.461 0.303  -0.576
C 1.756 4.597 0.559  -0.297
C 0.396 4.560 0.284  -0.772
C -0.169 3.374 -0.157  -0.105
N 0.531 2.254 -0.326  -0.333
H 3.645 -1.143 -0.469  0.474
H 2.802 -1.376 -2.017  0.222
H 3.601 -3.531 0.032  0.433
H 2.243 -5.484 0.796  0.446
H -0.248 -5.315 0.650  0.430
H -1.248 -3.180 -0.079  0.400
H 3.573 3.425 0.439  0.482
H 2.223 5.492 0.941  0.460
H -0.223 5.433 0.412  0.417
H -1.220 3.329 -0.397  0.485
C -3.676 -0.066 -1.833  -1.493
C -2.975 0.023 -0.513  0.756
C -2.670 -1.126 0.213  -0.367
C -1.998 -1.048 1.426  -0.475
C -1.632 0.189 1.945  -0.772
C -2.020 1.344 1.277  -0.517
C -2.679 1.258 0.058  -0.312
H -2.942 -0.100 -2.642  0.306
H -4.312 0.800 -1.995  0.390
H -4.283 -0.964 -1.895  0.392
H -3.051 -2.075 -0.143  0.427
H -1.836 -1.936 2.024  0.403
H -1.172 0.255 2.926  0.493
H -1.866 2.304 1.752  0.448
H -3.051 2.151 -0.427  0.421

Cartesian forces, eV/Å:
Mg -0.78 -0.11 0.15
O 0.28 0.40 0.18
C 0.39 -0.49 -0.22
N -0.27 -0.13 0.11
C 0.60 0.18 -0.10
C 0.57 -0.19 -0.04
C -0.23 -0.04 -0.05
C 0.02 0.24 -0.10
C -0.08 0.12 -0.04
C -0.07 -0.59 0.14
N -0.37 0.56 0.00
C 0.63 0.71 0.10
C -0.13 -0.07 -0.05
C -0.05 -0.25 -0.09
C -0.10 -0.15 -0.08
C -0.06 0.54 0.10
N -0.23 -0.46 -0.03
H -0.13 -0.15 -0.20
H 0.12 -0.03 0.22
H 0.00 0.00 -0.02
H 0.03 -0.12 0.01
H -0.09 -0.04 0.02
H -0.07 -0.03 0.07
H -0.01 -0.05 -0.05
H 0.02 0.08 0.00
H -0.08 0.07 -0.01
H -0.02 0.02 0.08
C 0.07 0.00 -0.09
C -0.14 -0.01 0.01
C -0.04 -0.08 0.02
C -0.07 -0.10 0.20
C -0.05 0.01 0.24
C -0.09 0.07 0.17
C -0.03 0.10 0.02
H -0.10 0.00 -0.06
H -0.04 0.04 -0.05
H -0.04 -0.05 -0.04
H 0.17 -0.04 -0.06
H 0.14 -0.03 -0.15
H 0.04 -0.01 -0.14
H 0.12 0.01 -0.12
H 0.13 0.05 -0.06

HOMO energy in eV: -11.8
Total charge: +1
Kohn-Sham gap in eV: 8.83
E_LUMO in eV: -2.96

***

[2]
DFT (wB97M-V/def2-TZVPD) results for 2 unconnected molecules or ions with the total composition C19H18N2O4 at a distorted geometry.

Last column: Mulliken charge in e.
CARTESIAN COORDINATES (ANGSTROEM)
N -2.091 2.695 0.845  -0.319
C -2.082 4.078 0.810  0.211
O -1.065 4.761 0.786  -0.712
N -3.336 4.696 0.802  -0.052
C -4.604 4.119 0.804  0.415
O -5.610 4.834 0.783  -0.713
C -4.520 2.684 0.834  -0.805
C -3.271 2.092 0.856  0.168
H -3.303 5.702 0.777  0.178
H -5.425 2.099 0.838  0.363
H -3.223 0.993 0.886  0.326
C 2.407 -0.469 -5.817  -0.821
O 1.950 0.698 -5.103  -0.419
C 1.649 0.534 -3.790  1.033
C 1.211 1.677 -3.063  -0.790
C 0.907 1.560 -1.731  -0.579
C 0.999 0.307 -1.033  0.836
C 0.662 0.298 0.346  -0.343
C 0.743 -0.753 1.298  0.768
C 0.230 -0.493 2.614  -0.629
C 0.206 -1.455 3.592  -0.735
C 0.685 -2.764 3.304  1.019
O 0.604 -3.694 4.289  -0.421
C 1.050 -5.028 3.964  -0.820
C 1.236 -3.045 2.028  -0.504
C 1.311 -2.046 1.078  -0.667
C 1.381 -0.830 -1.809  -0.583
C 1.737 -0.721 -3.137  -0.568
H 2.584 -0.125 -6.834  0.244
H 3.336 -0.856 -5.379  0.352
H 1.645 -1.258 -5.810  0.351
H 1.131 2.628 -3.590  0.452
H 0.562 2.428 -1.167  0.459
H 0.270 1.246 0.729  0.248
H -0.144 0.511 2.821  0.453
H -0.181 -1.253 4.591  0.433
H 0.916 -5.599 4.880  0.243
H 0.443 -5.454 3.156  0.359
H 2.106 -5.028 3.667  0.344
H 1.621 -4.044 1.799  0.367
H 1.834 -2.288 0.161  0.270
H 1.377 -1.828 -1.388  0.211
H 2.063 -1.610 -3.686  0.376

Cartesian forces, eV/Å:
N 1.12 0.65 -0.04
C -0.72 -1.19 0.04
O 0.27 0.14 -0.07
N 0.41 0.39 -0.02
C -0.09 -0.16 0.01
O 0.43 -0.33 0.01
C 0.24 -0.16 0.01
C -1.02 -0.15 0.00
H -0.09 0.10 0.00
H -0.03 -0.01 0.01
H -0.08 0.31 -0.02
C -0.08 0.21 0.10
O -0.15 -0.49 1.07
C 0.05 0.22 -0.15
C 0.29 -0.44 -0.53
C -0.13 -0.24 0.38
C -0.12 0.04 -0.41
C 0.21 -0.25 -0.24
C 0.19 -0.28 0.48
C 0.11 0.13 -0.48
C 0.19 -0.71 0.07
C -0.16 -0.04 0.16
O 0.20 0.50 -1.01
C -0.07 0.22 0.07
C 0.01 0.06 0.20
C -0.28 0.03 0.22
C 0.07 0.24 -0.18
C -0.06 0.08 -0.03
H 0.00 -0.08 0.11
H -0.15 0.16 -0.12
H 0.10 0.23 -0.06
H 0.01 -0.25 0.18
H 0.05 -0.12 -0.13
H -0.09 -0.09 -0.09
H -0.03 -0.26 -0.04
H 0.09 -0.03 -0.30
H 0.02 0.03 -0.13
H 0.06 0.09 0.22
H -0.20 0.02 0.17
H -0.09 0.58 0.09
H -0.14 0.09 0.35
H -0.06 0.33 -0.19
H -0.26 0.41 0.33

HOMO energy in eV: -6.2
Kohn-Sham gap in eV: 3.26
E_LUMO in eV: -2.93

***

[3]
DFT (wB97M-V/def2-TZVPD) results for C19H18N2O5S in the gas phase at a distorted geometry.

Last column: Mulliken charge in e.
CARTESIAN COORDINATES (ANGSTROEM)
C -0.167 2.399 1.832  -0.519
H 0.055 2.326 2.897  0.243
H 0.731 2.195 1.246  0.073
H -0.560 3.390 1.596  0.343
O -1.133 1.406 1.511  -0.181
C -2.280 1.798 0.936  0.656
O -2.582 2.960 0.782  -0.718
C -3.073 0.632 0.519  -0.528
C -4.250 0.718 -0.143  0.729
N -4.880 -0.429 -0.567  -0.077
C -4.433 -1.694 -0.320  -0.181
N -3.321 -1.809 0.418  -0.097
H -2.975 -2.747 0.557  0.303
C -2.424 -0.717 0.771  0.714
C -1.135 -0.794 0.004  -0.054
C -0.805 -0.365 -1.251  -0.367
C 0.584 -0.569 -1.381  -1.007
C 1.006 -1.112 -0.195  0.335
C 2.326 -1.552 0.233  0.584
C 2.476 -2.764 0.902  -0.694
C 3.733 -3.231 1.239  -0.547
C 4.861 -2.500 0.900  -0.571
C 4.726 -1.283 0.258  -0.749
C 3.465 -0.791 -0.062  0.730
C 3.340 0.593 -0.588  0.153
O 2.543 1.409 -0.196  -0.557
O 4.264 0.856 -1.520  -0.355
C 4.264 2.178 -2.043  -0.670
H 4.543 2.892 -1.266  0.291
H 3.272 2.438 -2.417  0.286
H 4.993 2.186 -2.849  0.250
H 5.597 -0.692 0.019  0.463
H 5.843 -2.873 1.148  0.405
H 3.834 -4.172 1.759  0.414
H 1.596 -3.340 1.145  0.437
O -0.046 -1.270 0.636  -0.373
H 1.190 -0.353 -2.237  0.629
H -1.469 0.053 -1.980  0.639
H -2.170 -0.817 1.836  0.179
S -5.276 -2.997 -0.870  -0.397
H -5.752 -0.357 -1.072  0.300
C -4.984 1.969 -0.482  -1.643
H -5.183 2.003 -1.552  0.415
H -4.403 2.838 -0.194  0.343
H -5.939 1.988 0.042  0.373

Cartesian forces, eV/Å:
C 0.27 0.45 0.00
H -0.03 -0.01 -0.06
H -0.08 -0.01 0.07
H 0.10 -0.12 0.08
O -0.24 -0.28 0.08
C -0.19 0.46 -0.07
O 0.13 -0.04 0.06
C -0.23 -0.40 -0.06
C 0.48 0.20 0.34
N 0.03 0.23 -0.01
C -0.06 -0.41 0.12
N -0.07 0.33 0.02
H -0.18 0.05 -0.11
C 0.40 0.06 0.12
C -0.32 0.25 -0.77
C -0.32 -0.23 0.61
C 0.29 -0.45 0.67
C 0.02 0.33 -1.12
C 0.17 0.01 0.21
C -0.02 0.11 -0.05
C 0.05 0.00 0.01
C 0.03 -0.01 0.04
C -0.07 0.02 -0.09
C -0.11 -0.30 0.15
C -0.13 0.36 0.16
O 0.21 -0.02 -0.09
O 0.15 -0.39 -0.06
C -0.14 0.40 -0.02
H -0.02 -0.03 -0.08
H 0.11 0.00 0.01
H -0.03 -0.02 0.05
H 0.07 0.04 -0.03
H 0.08 -0.02 0.03
H 0.01 -0.08 0.03
H -0.07 -0.06 -0.01
O 0.02 -0.11 0.45
H 0.19 0.03 -0.15
H -0.20 0.12 -0.10
H -0.04 0.05 -0.21
S -0.27 -0.44 -0.22
H 0.17 -0.13 0.08
C 0.11 0.18 0.03
H -0.05 -0.03 -0.10
H -0.10 -0.03 -0.05
H -0.10 -0.04 0.02

SMILES: COC(=O)C1=C(C)NC(=S)N[C@H]1c1ccc(-c2ccccc2C(=O)OC)o1
HOMO energy in eV: -8.0
Kohn-Sham gap in eV: 8.33
E_LUMO in eV: 0.29

***

[4]
DFT (wB97M-V/def2-TZVPD) results for C19H18N2O5S in the gas phase.

Last column: Mulliken charge in e.
CARTESIAN COORDINATES (ANGSTROEM)
C 4.320 -1.267 -0.011  -0.733
H 3.586 -1.466 -0.797  0.180
O 3.923 -0.115 0.723  -0.593
C 3.009 -0.300 1.731  0.667
C 3.349 -1.085 2.829  -0.486
C 2.475 -1.207 3.889  -0.882
C 1.262 -0.543 3.885  -0.636
C 0.897 0.239 2.793  0.551
C 1.768 0.348 1.686  0.081
C 1.269 1.025 0.462  0.734
O 0.102 1.038 0.118  -0.621
N 2.211 1.674 -0.291  -0.058
H 3.178 1.380 -0.190  0.392
N 1.866 2.034 -1.590  -0.547
H 1.161 2.762 -1.590  0.335
S 1.348 0.715 -2.562  1.407
O 1.684 1.096 -3.903  -0.757
O 1.975 -0.453 -2.010  -0.643
C -0.432 0.571 -2.481  0.357
C -0.995 -0.554 -1.964  -0.449
C -2.399 -0.668 -1.907  0.711
C -3.038 -1.806 -1.371  -0.763
C -4.402 -1.883 -1.325  -0.540
C -5.188 -0.828 -1.814  -0.515
C -4.599 0.288 -2.341  -0.758
C -3.194 0.401 -2.402  0.863
C -2.560 1.541 -2.945  -1.101
C -1.197 1.626 -2.987  -0.900
H -0.690 2.478 -3.413  0.464
H -3.174 2.345 -3.325  0.398
H -5.202 1.101 -2.718  0.387
H -6.265 -0.906 -1.771  0.388
H -4.886 -2.756 -0.912  0.391
H -2.425 -2.613 -0.996  0.422
H -0.360 -1.341 -1.588  0.513
O -0.248 0.945 2.724  -0.308
C -1.182 0.851 3.772  -0.968
H -0.771 1.232 4.713  0.351
H -1.528 -0.178 3.912  0.389
H -2.021 1.473 3.466  0.257
H 0.607 -0.640 4.735  0.432
H 2.746 -1.812 4.741  0.379
H 4.310 -1.576 2.853  0.529
H 5.282 -1.024 -0.461  0.259
H 4.425 -2.141 0.633  0.417

Cartesian forces, eV/Å:
C 0.01 -0.30 -0.35
H 0.13 -0.03 0.13
O -0.15 0.18 0.38
C -0.25 0.01 0.28
C 0.19 -0.03 -0.08
C 0.07 0.06 -0.24
C -0.35 0.13 0.05
C 0.20 -0.05 0.03
C 0.04 -0.21 0.04
C -0.40 0.20 0.02
O 0.30 0.01 0.29
N 0.39 0.22 -0.18
H -0.30 0.11 -0.03
N -0.22 -0.67 -0.19
H -0.01 0.08 0.01
S 0.30 0.00 -0.56
O -0.33 0.30 0.07
O -0.31 0.09 0.29
C 0.59 -0.31 0.02
C 0.17 0.04 -0.08
C -0.11 0.29 -0.21
C -0.16 -0.11 0.06
C 0.25 -0.17 0.08
C -0.05 0.27 -0.12
C -0.18 -0.10 0.05
C 0.17 -0.25 0.12
C 0.28 0.12 0.00
C -0.32 0.20 -0.13
H -0.07 0.16 -0.11
H -0.03 0.08 -0.05
H -0.07 0.07 -0.03
H -0.08 0.03 -0.01
H 0.00 -0.08 0.04
H 0.05 -0.10 0.04
H 0.03 -0.11 0.10
O 0.25 -0.05 -0.10
C -0.15 -0.01 0.22
H -0.02 -0.04 -0.04
H 0.04 0.03 -0.01
H 0.04 -0.06 0.06
H -0.09 0.04 0.05
H 0.03 -0.04 0.07
H 0.10 -0.02 -0.02
H -0.03 -0.06 0.02
H 0.03 0.08 0.03

SMILES: COc1cccc(OC)c1C(=O)NNS(=O)(=O)c1ccc2ccccc2c1
HOMO energy in eV: -8.4
Kohn-Sham gap in eV: 8.79
E_LUMO in eV: 0.38

***

[5]
DFT (wB97M-V/def2-TZVPD) results for a molecular structure, C19H18N2PtS5 at a distorted geometry.

Last column: Mulliken charge in e.
CARTESIAN COORDINATES (ANGSTROEM)
Pt 0.378 0.026 -0.057  0.426
S 2.592 -0.461 -0.638  -0.268
S 3.760 1.112 -0.493  -0.109
S 2.649 2.788 0.136  -0.124
S 0.755 2.301 -0.178  -0.320
C -1.497 0.491 0.355  0.031
C -2.472 1.121 0.790  -0.155
C -3.519 1.855 1.309  -0.023
C -3.767 3.223 0.876  0.320
C -5.016 3.823 1.105  -0.119
C -5.263 5.121 0.698  -0.777
C -4.266 5.864 0.077  -0.315
C -3.024 5.284 -0.155  -0.772
C -2.780 3.978 0.228  -0.082
C -4.273 1.304 2.458  -0.322
C -4.311 2.029 3.654  -0.087
C -4.859 1.475 4.799  -0.809
C -5.409 0.200 4.770  -0.476
C -5.433 -0.503 3.574  -0.821
C -4.864 0.043 2.433  0.013
H -5.799 3.247 1.582  0.460
H -6.238 5.561 0.864  0.382
H -4.456 6.884 -0.229  0.394
H -2.239 5.860 -0.629  0.419
H -1.813 3.528 0.055  0.154
H -3.874 3.019 3.685  0.528
H -4.843 2.033 5.727  0.394
H -5.818 -0.241 5.669  0.393
H -5.899 -1.481 3.531  0.466
H -4.906 -0.495 1.495  0.867
S 0.093 -2.362 -0.051  -0.393
C -1.623 -2.537 -0.051  -0.218
N -2.267 -2.680 -1.203  -0.037
C -3.721 -2.743 -1.317  -0.821
C -4.319 -2.036 -0.114  -0.503
C -3.752 -2.663 1.150  -0.222
N -2.294 -2.596 1.087  0.051
H -1.701 -2.609 -2.031  0.270
H -4.046 -3.785 -1.356  0.328
H -4.018 -2.253 -2.242  0.448
H -5.406 -2.107 -0.124  0.539
H -4.022 -0.986 -0.153  0.143
H -4.069 -3.706 1.228  0.345
H -4.084 -2.130 2.038  0.104
H -1.761 -2.417 1.921  0.302

Cartesian forces, eV/Å:
Pt -0.81 -0.06 0.12
S -1.78 -1.32 0.15
S 1.49 1.71 -0.19
S 1.22 -0.27 0.79
S -1.76 -0.10 -0.96
C 2.39 -0.14 -0.05
C -2.30 0.91 0.59
C 1.38 -0.67 -0.31
C -0.17 0.49 -0.03
C 0.01 -0.19 0.04
C -0.09 0.07 0.00
C 0.04 -0.17 0.01
C 0.01 0.09 0.00
C 0.06 -0.21 0.02
C -0.24 -0.11 0.22
C 0.08 0.10 -0.11
C 0.01 -0.04 0.06
C 0.01 0.01 -0.08
C -0.02 0.07 0.00
C -0.11 0.13 -0.16
H 0.00 0.05 0.01
H 0.02 -0.03 0.02
H 0.00 -0.02 0.02
H -0.01 -0.07 0.00
H 0.15 -0.01 -0.04
H 0.02 -0.02 0.02
H 0.00 0.02 -0.05
H -0.03 0.04 -0.02
H 0.01 0.01 -0.01
H -0.04 0.28 0.22
S 0.23 -0.02 0.09
C 0.33 -0.04 -0.12
N -0.29 0.03 -0.06
C 0.02 0.00 0.04
C 0.13 -0.18 -0.03
C 0.06 -0.15 -0.12
N -0.30 0.05 0.07
H 0.11 0.03 0.00
H -0.03 0.00 -0.04
H 0.04 -0.02 -0.04
H -0.03 -0.01 -0.02
H -0.07 0.00 -0.06
H -0.03 -0.01 0.04
H 0.18 -0.25 -0.03
H 0.09 0.02 0.00

HOMO energy (spin up / spin down) in eV: -5.6 / -5.6
Kohn-Sham gap (spin up / spin down) in eV: 3.37 / 3.36
E_LUMO (spin up / spin down) in eV: -2.26 / -2.27

***

[6]
DFT (wB97M-V/def2-TZVPD) results for C19H18N6O2S in the gas phase at a distorted geometry.

Last column: Mulliken charge in e.
CARTESIAN COORDINATES (ANGSTROEM)
C -4.687 -1.839 1.241  -1.066
H -4.865 -2.876 0.963  0.272
O -3.755 -1.355 0.304  -0.436
C -3.293 -0.083 0.438  0.797
C -3.736 0.845 1.371  -0.540
C -3.228 2.134 1.374  -1.111
C -2.278 2.543 0.450  0.351
C -1.823 1.615 -0.477  -0.100
C -2.307 0.319 -0.476  0.181
N -1.815 -0.598 -1.408  0.861
C -1.453 -1.900 -1.246  0.567
N -1.030 -2.353 -2.407  -0.225
N -1.122 -1.341 -3.251  -0.694
N -1.576 -0.299 -2.693  -0.356
S -1.470 -2.740 0.264  -0.150
C 0.126 -3.609 0.036  -1.033
C 1.251 -2.633 0.167  0.817
C 2.356 -2.891 0.934  -1.040
C 3.418 -1.950 1.036  0.331
O 4.437 -2.047 1.688  -0.674
N 3.203 -0.760 0.253  0.165
C 4.173 0.194 0.265  -0.684
C 4.069 1.348 -0.445  1.051
C 2.901 1.542 -1.227  -0.727
C 1.925 0.598 -1.244  -0.440
C 2.055 -0.595 -0.486  0.084
N 1.099 -1.489 -0.517  -0.069
H 1.033 0.698 -1.841  0.640
H 2.804 2.445 -1.810  0.466
C 5.145 2.386 -0.424  -1.525
H 4.745 3.336 -0.073  0.345
H 5.960 2.085 0.227  0.358
H 5.535 2.541 -1.429  0.340
H 5.024 -0.055 0.885  0.407
H 2.463 -3.811 1.485  0.416
H 0.176 -4.391 0.790  0.422
H 0.102 -4.039 -0.966  0.359
H -1.086 1.892 -1.215  0.498
C -1.731 3.938 0.452  -1.452
H -0.718 3.942 0.854  0.289
H -2.344 4.594 1.064  0.382
H -1.691 4.334 -0.560  0.363
H -3.592 2.834 2.111  0.354
H -4.486 0.573 2.095  0.432
H -4.284 -1.802 2.257  0.399
H -5.626 -1.280 1.193  0.377

Cartesian forces, eV/Å:
C -0.19 -0.12 0.17
H -0.03 0.05 0.05
O 0.07 0.46 -0.25
C 0.11 0.17 -0.16
C -0.08 -0.30 0.01
C 0.12 0.02 -0.14
C -0.11 -0.04 0.02
C -0.15 -0.18 0.16
C -0.23 0.40 0.41
N 0.37 -1.66 -0.14
C -0.29 0.53 -0.36
N -0.25 -0.81 0.92
N 0.34 0.22 -0.97
N -0.40 1.27 -0.20
S 0.27 -0.68 0.36
C -0.38 0.29 -0.08
C 0.58 0.21 0.19
C -0.13 -0.09 -0.07
C -0.01 -0.20 0.14
O 0.13 0.01 0.05
N -0.51 -0.14 -0.23
C 0.62 0.77 -0.07
C 0.08 -0.44 0.30
C -0.30 -0.35 0.05
C 0.30 0.44 -0.09
C 0.00 -0.21 0.14
N -0.15 0.06 -0.22
H -0.12 -0.04 -0.05
H -0.06 0.10 -0.10
C -0.02 -0.03 0.00
H 0.04 0.09 0.04
H 0.09 0.04 0.03
H 0.09 0.05 -0.04
H -0.05 0.00 -0.02
H 0.03 -0.07 0.07
H -0.03 -0.02 -0.04
H 0.10 -0.09 0.08
H 0.09 0.00 -0.09
C 0.07 -0.04 0.02
H 0.06 0.09 0.02
H -0.01 0.09 0.02
H 0.01 0.10 -0.05
H -0.04 0.08 0.07
H -0.08 -0.06 0.05
H -0.01 0.02 -0.01
H 0.06 -0.02 0.02

SMILES: COc1ccc(C)cc1-n1nnnc1SCc1cc(=O)n2cc(C)ccc2n1
HOMO energy in eV: -8.3
Kohn-Sham gap in eV: 8.33
E_LUMO in eV: 0.05

***

Number 1: DFT total energy -31954.8708 eV. Number 2: DFT total energy -31162.7464 eV. Number 3: DFT total energy -44048.5531 eV. Number 4: DFT total energy -44046.5265 eV. Number 5: DFT total energy -80397.2647 eV. Number 6: DFT total energy -43865.0812 eV.